(1)
{
  "formula": "C6H6Cl2Si",
  "method": "the ωB97M-V functional and the def2-TZVPD basis",
  "species": ["C", "C", "C", "C", "C", "C", "Si", "Cl", "Cl", "H", "H", "H", "H", "H", "H"],
  "xyz": [[1.49584, 0.96977, 1.06923], [1.17482, 2.05405, 0.14654], [1.05682, -0.28648, 1.35563], [-0.77078, -1.05161, -0.26011], [0.24519, 2.05511, -0.79723], [0.11378, -1.07725, 0.64350], [-2.21770, -1.49249, -1.22940], [-0.26937, 3.08109, -2.00774], [0.65947, -2.94528, 1.12524], [2.30297, 1.20779, 1.83347], [1.73965, 2.91248, 0.56142], [1.60923, -0.65940, 2.17042], [-3.51211, -0.94130, -1.00736], [-1.98913, -2.90384, -1.17436], [-1.63868, -0.92264, -2.42925]],
  "atomic_forces_ev_per_a": [[0.628, -0.922, 1.663], [0.002, 0.011, 1.017], [0.456, 2.449, -1.097], [-0.627, 1.057, 1.080], [0.535, -0.238, 0.129], [1.168, -1.576, 0.553], [1.683, 0.242, -0.913], [0.050, -0.066, 0.315], [-0.529, 0.544, -0.262], [-1.013, 0.282, -1.279], [-0.504, 0.220, -1.281], [0.028, -1.161, 0.718], [-0.824, 0.263, 0.591], [-0.616, -1.092, -0.185], [-0.436, -0.013, -1.049]],
  "mulliken_charge": [-0.2157, -0.0784, -0.3970, -0.3256, -0.1318, 0.7396, 0.2829, -0.1197, -0.3207, 0.1952, 0.2727, 0.3548, -0.0941, -0.0753, -0.0868],
  "lumo_ev": [-1.007, -1.338],
  "relative_energy_kcal_mol": 173.4,
  "spin_multiplicity": 1,
  "orbital_gap_ev": [7.78, 7.53],
  "homo_energy_ev": [-8.79, -8.87]
}

(2)
{
  "formula": "C8H28N2O5",
  "method": "the ωB97M-V functional and the def2-TZVPD basis",
  "species": ["C", "C", "C", "O", "C", "N", "H", "H", "H", "H", "H", "H", "H", "H", "H", "H", "H", "C", "C", "C", "O", "C", "N", "H", "H", "H", "H", "H", "H", "H", "H", "H", "H", "H", "O", "H", "H", "O", "H", "H", "O", "H", "H"],
  "xyz": [[-1.82749, -2.11635, -1.47990], [-2.12589, -3.55907, -1.92353], [-1.09213, -4.01024, -2.93014], [-1.09154, -3.15083, -4.12784], [0.01675, -3.24353, -4.96021], [-2.03012, -4.28528, -0.65635], [-2.59220, -1.86165, -0.74611], [-1.68884, -1.38469, -2.27586], [-0.89716, -2.06247, -0.91449], [-3.15541, -3.49170, -2.27518], [-1.28871, -5.07628, -3.04421], [-0.11432, -3.87452, -2.46800], [0.13138, -4.18087, -5.50458], [0.84398, -2.85582, -4.36568], [-0.19563, -2.52820, -5.75475], [-1.18213, -3.94146, -0.22880], [-1.87837, -5.27753, -0.76814], [2.87336, 2.31072, 2.63517], [1.52820, 2.92896, 2.78897], [0.53178, 2.19759, 3.71103], [0.14098, 1.00643, 3.03454], [-0.70831, 0.29064, 3.77630], [1.81876, 4.33265, 3.25495], [3.63069, 2.87446, 2.09042], [2.76606, 1.38612, 2.06798], [3.33341, 2.09233, 3.59889], [1.06896, 3.20782, 1.84059], [-0.35796, 2.81227, 3.84752], [1.01449, 1.96446, 4.66011], [-1.52922, 0.90756, 4.14183], [-0.15861, -0.10899, 4.62849], [-1.17261, -0.51422, 3.20645], [2.58426, 4.79543, 2.78597], [2.12322, 4.29129, 4.21707], [2.56473, 1.82156, -3.85494], [3.37393, 1.41292, -3.54763], [2.83747, 2.37139, -4.58946], [-3.15321, 2.35290, 1.33807], [-2.38527, 2.28306, 1.90518], [-2.81905, 2.73795, 0.52794], [-0.26706, 2.54424, -1.18910], [0.29563, 2.25362, -0.47136], [0.23321, 2.34736, -1.98107]],
  "atomic_forces_ev_per_a": [[0.075, 0.148, 0.207], [0.527, 2.181, 0.756], [0.036, 1.026, -0.782], [-1.842, -1.739, 1.655], [-0.285, 1.014, -0.265], [0.022, -0.373, -0.294], [-0.133, 0.485, -0.297], [-0.573, -0.127, -0.072], [0.340, -0.276, 0.036], [0.042, -0.762, -0.377], [0.305, -0.220, -1.063], [0.248, -0.202, 0.181], [0.365, -0.448, 0.591], [0.806, -0.561, -0.450], [0.206, 0.240, -0.012], [0.097, -0.063, 0.394], [-0.233, -0.307, -0.199], [0.452, -2.002, -0.634], [0.779, 3.020, 0.013], [0.684, 0.254, -1.605], [1.916, 1.946, -1.799], [-1.592, -1.442, 1.535], [-1.267, -0.081, 1.456], [-0.446, 0.493, -0.118], [0.237, -0.441, 0.185], [-0.161, -0.149, 0.174], [-0.266, -1.036, -0.307], [0.016, 0.228, 0.311], [-0.046, -0.055, 0.297], [-0.305, 0.121, 0.300], [-0.292, -0.417, 0.442], [0.294, -0.067, -0.123], [-0.034, -0.421, -0.528], [-0.015, 0.096, 0.361], [-0.249, -0.027, 0.147], [0.186, -0.136, 0.110], [0.007, 0.169, -0.203], [-0.284, -0.053, 0.153], [0.231, -0.058, 0.112], [0.140, 0.068, -0.309], [-0.272, 0.148, 0.118], [0.119, -0.118, 0.220], [0.163, -0.055, -0.316]],
  "mulliken_charge": [-1.4045, 0.3681, -0.4898, -0.3048, -0.7429, -0.6972, 0.3497, 0.3536, 0.3300, 0.3281, 0.2863, 0.2499, 0.2741, 0.3542, 0.2295, 0.2695, 0.2483, -1.4778, 0.8237, -0.6719, -0.2482, -0.8719, -0.8138, 0.4556, 0.2953, 0.3286, -0.0767, 0.4389, 0.3730, 0.3634, 0.3268, 0.2473, 0.2415, 0.2511, -0.6191, 0.3136, 0.3142, -0.6470, 0.3295, 0.3171, -0.6072, 0.3106, 0.3014],
  "lumo_ev": 0.369,
  "relative_energy_kcal_mol": 42.6,
  "spin_multiplicity": 1,
  "orbital_gap_ev": 9.66,
  "smiles": "COC[C@H](C)N.COC[C@H](C)N.O.O.O",
  "homo_energy_ev": -9.29
}